Here is a 10-piece molecular cluster, C30H66F15N6O12P overall in a non-equilibrium geometry from the OMol25 dataset. Energies are from the ωB97M-V functional and the def2-TZVPD basis.

Computed properties:
Gap between HOMO and LUMO: 5.92 eV
LUMO level: -5.496 eV
Charge: +2
Energy relative to the best compared isomer or geometry (same formula, charge and spin): 0.0000 eV

Last column: Löwdin charge in e.
Cartesian coordinates (Å):
1 C 0.95 2.36 5.60  0.04
2 C 0.91 1.03 4.94  -0.42
3 O 0.91 0.79 3.80  0.18
4 N 1.23 -0.15 5.89  0.08
5 H 2.00 -0.59 5.31  0.12
6 H 1.73 0.26 6.68  0.18
7 C 0.07 -1.06 6.05  0.01
8 H 0.19 2.58 6.36  0.11
9 H 0.67 3.04 4.79  0.10
10 H 1.93 2.65 5.97  0.11
11 H -0.13 -1.44 5.05  0.06
12 H -0.76 -0.51 6.47  0.10
13 H 0.39 -1.95 6.59  0.11
14 C -3.03 1.42 -6.34  0.04
15 C -2.95 2.58 -5.40  -0.42
16 O -3.62 3.54 -5.46  0.18
17 N -1.77 2.59 -4.50  0.08
18 H -1.90 2.22 -3.52  0.13
19 H -1.02 2.00 -4.92  0.12
20 C -1.26 4.01 -4.35  0.04
21 H -4.01 1.38 -6.80  0.10
22 H -2.88 0.42 -5.93  0.06
23 H -2.27 1.48 -7.11  0.12
24 H -0.34 3.85 -3.81  0.08
25 H -1.96 4.55 -3.73  0.10
26 H -1.03 4.41 -5.33  0.11
27 C -0.08 0.12 0.73  0.04
28 C 0.18 -0.55 -0.58  -0.42
29 O 0.44 -1.69 -0.81  0.13
30 N 0.17 0.39 -1.68  0.09
31 H -0.24 -0.11 -2.50  0.14
32 H -0.49 1.19 -1.63  0.10
33 C 1.54 1.09 -1.81  0.07
34 H -0.74 0.97 0.57  0.08
35 H 0.87 0.49 1.12  0.09
36 H -0.62 -0.51 1.44  0.07
37 H 2.27 0.29 -1.91  0.09
38 H 1.58 1.61 -0.86  0.07
39 H 1.42 1.71 -2.69  0.09
40 C 3.81 1.83 2.47  0.05
41 C 5.17 1.23 2.60  -0.43
42 O 6.06 1.59 1.93  0.20
43 N 5.38 0.12 3.57  0.07
44 H 5.29 0.41 4.55  0.18
45 H 4.52 -0.50 3.54  0.11
46 C 6.60 -0.72 3.29  0.05
47 H 3.78 2.60 1.70  0.10
48 H 3.48 2.07 3.49  0.09
49 H 3.05 1.09 2.18  0.07
50 H 6.33 -1.28 2.40  0.10
51 H 6.77 -1.39 4.13  0.11
52 H 7.41 -0.01 3.16  0.10
53 C -2.00 -6.18 -4.52  0.04
54 C -0.68 -5.77 -3.93  -0.43
55 O 0.16 -5.23 -4.53  0.22
56 N -0.46 -6.02 -2.45  0.10
57 H -1.15 -6.65 -2.04  0.18
58 H 0.42 -6.55 -2.42  0.19
59 C -0.14 -4.74 -1.68  0.04
60 H -2.19 -7.24 -4.58  0.10
61 H -2.01 -5.72 -5.51  0.11
62 H -2.76 -5.55 -4.03  0.10
63 H 0.66 -4.22 -2.21  0.09
64 H 0.16 -5.08 -0.69  0.11
65 H -1.02 -4.10 -1.73  0.09
66 C -3.96 0.47 2.33  0.04
67 C -3.39 -0.37 3.39  -0.41
68 O -2.28 -0.34 3.77  0.19
69 N -4.29 -1.41 4.04  0.10
70 H -4.81 -1.89 3.29  0.19
71 H -3.70 -2.12 4.47  0.19
72 C -5.32 -0.73 4.92  0.04
73 H -4.85 1.00 2.69  0.11
74 H -4.19 0.01 1.36  0.11
75 H -3.18 1.19 2.07  0.09
76 H -5.90 -1.50 5.43  0.11
77 H -5.97 -0.14 4.29  0.11
78 H -4.82 -0.20 5.72  0.12
79 C 0.18 -0.54 -5.07  -0.49
80 O -0.88 -0.76 -4.11  -0.16
81 O 0.46 0.74 -5.00  -0.14
82 C 1.34 -1.53 -4.82  -0.47
83 F 1.26 -2.17 -3.61  0.09
84 F 1.43 -2.48 -5.80  0.10
85 F 2.56 -0.93 -4.86  0.12
86 C -1.83 -1.74 -4.41  -0.27
87 C -2.67 -1.96 -3.13  -0.06
88 H -3.47 -2.67 -3.31  0.07
89 H -2.02 -2.14 -2.27  0.05
90 H -3.00 -0.95 -2.86  0.07
91 H -1.41 -2.75 -4.56  0.10
92 H -2.49 -1.50 -5.25  0.11
93 H -0.23 -0.80 -6.06  0.15
94 C 2.96 -2.41 3.38  -0.43
95 O 3.39 -1.63 2.26  -0.13
96 O 3.31 -1.66 4.47  -0.22
97 C 1.49 -2.86 3.17  -0.51
98 F 1.47 -3.81 2.21  0.12
99 F 0.94 -3.38 4.29  0.12
100 F 0.68 -1.85 2.76  0.11
101 C 3.41 -2.18 0.94  -0.24
102 C 3.95 -1.12 0.02  -0.04
103 H 4.21 -1.60 -0.93  0.10
104 H 3.29 -0.26 -0.05  0.06
105 H 4.93 -0.76 0.37  0.08
106 H 2.42 -2.45 0.55  0.09
107 H 4.01 -3.10 0.92  0.13
108 H 3.56 -3.33 3.49  0.16
109 C -2.86 2.74 -0.98  -0.40
110 O -2.37 2.77 0.42  -0.17
111 O -1.96 2.12 -1.70  -0.17
112 C -4.29 2.17 -0.96  -0.52
113 F -4.52 0.85 -1.09  0.12
114 F -4.90 2.62 0.16  0.12
115 F -5.01 2.71 -1.98  0.13
116 C -1.52 3.81 0.83  -0.26
117 C -1.50 3.80 2.35  -0.07
118 H -2.50 3.70 2.80  0.07
119 H -1.03 2.85 2.67  0.05
120 H -0.99 4.64 2.80  0.08
121 H -1.88 4.82 0.57  0.13
122 H -0.54 3.74 0.36  0.11
123 H -2.86 3.83 -1.12  0.16
124 P 2.43 4.73 -1.49  0.16
125 F 2.07 6.00 -2.37  -0.12
126 F 1.85 5.46 -0.13  -0.20
127 F 0.97 4.08 -1.74  -0.18
128 F 2.78 3.42 -0.52  -0.23
129 F 3.14 3.94 -2.69  -0.14
130 F 3.87 5.36 -1.07  -0.17



Here is C37H48Cl2OP4Pt as an isolated structure in a non-equilibrium geometry from the OMol25 dataset. Energies are from the ωB97M-V functional and the def2-TZVPD basis.

Computed properties:
Gap between HOMO and LUMO (alpha / beta): 5.88 / 4.46 eV
LUMO level (alpha / beta): -4.648 / -8.723 eV
Expectation value of S²: 6.018
Charge: +2
Multiplicity: 5

Last column: Mulliken spin population.
Cartesian coordinates (Å):
1 P 1.22 0.87 -2.33  0.19
2 C 2.98 1.10 -2.67  0.00
3 C 3.58 0.57 -3.82  0.00
4 H 3.00 -0.08 -4.49  0.00
5 C 4.91 0.87 -4.12  0.00
6 H 5.37 0.45 -5.02  0.00
7 C 5.65 1.69 -3.27  0.01
8 H 6.69 1.93 -3.50  0.00
9 C 5.06 2.21 -2.12  0.01
10 H 5.62 2.86 -1.45  0.00
11 C 3.73 1.92 -1.81  -0.01
12 H 3.26 2.31 -0.91  0.01
13 C 0.66 -0.52 -3.34  0.00
14 C 1.26 -1.78 -3.17  0.01
15 H 2.15 -1.88 -2.55  0.00
16 C 0.71 -2.90 -3.80  0.00
17 H 1.15 -3.88 -3.61  0.00
18 C -0.39 -2.77 -4.64  0.00
19 H -0.82 -3.65 -5.12  0.00
20 C -0.93 -1.51 -4.88  0.00
21 H -1.77 -1.39 -5.57  0.00
22 C -0.42 -0.39 -4.24  0.02
23 H -0.84 0.60 -4.44  0.00
24 C 0.35 2.39 -2.78  -0.08
25 C 0.73 3.08 -3.95  0.00
26 H 1.55 2.70 -4.57  0.00
27 C 0.08 4.27 -4.30  0.00
28 H 0.40 4.81 -5.19  0.00
29 C -0.94 4.79 -3.49  0.00
30 H -1.45 5.71 -3.77  0.00
31 C -1.29 4.12 -2.31  0.01
32 H -2.08 4.52 -1.67  0.00
33 C -0.63 2.95 -1.94  0.01
34 H -0.84 2.48 -0.97  0.08
35 Pt -0.03 -0.49 2.04  0.41
36 C -1.78 -1.42 1.61  -0.13
37 C -2.10 -1.55 0.30  0.19
38 H -2.37 -1.92 2.39  0.00
39 C -1.19 -0.83 -0.69  -0.10
40 O -2.05 0.09 -1.40  0.08
41 H -1.54 0.68 -1.99  -0.05
42 C -0.03 -0.13 0.01  0.55
43 H -0.77 -1.59 -1.39  0.08
44 C 0.99 0.52 -0.59  0.94
45 Cl -0.53 -1.44 4.26  0.35
46 Cl 2.28 0.43 2.38  0.08
47 P 1.35 -2.51 1.85  0.44
48 C 2.30 -2.88 3.36  0.03
49 H 1.61 -3.18 4.15  0.00
50 H 2.82 -1.97 3.67  0.00
51 H 3.02 -3.67 3.12  0.01
52 C 0.41 -4.04 1.55  0.04
53 H -0.07 -3.97 0.57  0.00
54 H -0.36 -4.14 2.32  0.00
55 H 1.08 -4.91 1.58  0.01
56 C 2.60 -2.51 0.53  0.11
57 H 3.17 -1.57 0.60  0.00
58 H 2.11 -2.56 -0.44  -0.03
59 H 3.27 -3.37 0.66  0.01
60 P -3.65 -2.27 -0.30  0.01
61 C -4.29 -3.35 0.95  0.00
62 C -3.34 -3.26 -1.78  0.01
63 H -4.46 -2.78 1.87  0.00
64 H -3.59 -4.17 1.13  0.00
65 H -5.24 -3.75 0.56  0.00
66 H -2.90 -2.67 -2.59  0.00
67 H -4.30 -3.69 -2.10  0.00
68 H -2.66 -4.09 -1.53  0.00
69 C -4.86 -1.02 -0.70  0.01
70 H -5.14 -0.49 0.22  0.00
71 H -5.74 -1.52 -1.12  0.00
72 H -4.44 -0.31 -1.41  0.00
73 H 1.78 0.87 0.08  0.08
74 C -2.42 2.10 2.80  0.01
75 P -0.66 1.68 2.95  0.42
76 C 0.17 3.14 2.23  0.05
77 C -0.30 1.79 4.75  0.02
78 C -1.26 1.44 5.72  0.02
79 C -0.90 1.37 7.07  0.00
80 C 0.42 1.68 7.45  0.04
81 C 1.36 2.11 6.49  -0.02
82 C 0.99 2.16 5.14  0.06
83 H -2.69 1.92 1.75  0.00
84 H -2.60 3.16 3.05  0.01
85 H -3.02 1.44 3.44  0.00
86 H -0.12 4.00 2.85  0.00
87 H 1.26 3.02 2.21  0.00
88 H -0.19 3.29 1.21  0.00
89 H -2.27 1.17 5.42  0.00
90 H -1.65 1.09 7.83  0.00
91 H 0.71 1.59 8.49  0.00
92 H 2.37 2.40 6.79  0.00
93 H 1.73 2.43 4.38  0.01



Here is a 2-piece molecular cluster, C36H36N2O4S2 overall in a non-equilibrium geometry from the OMol25 dataset. Energies are from the ωB97M-V functional and the def2-TZVPD basis.

Computed properties:
Gap between HOMO and LUMO: 3.75 eV
LUMO level: -1.960 eV
Charge: 0
Energy relative to the best compared isomer or geometry (same formula, charge and spin): 0.8282 eV

Last column: Löwdin charge in e.
Cartesian coordinates (Å):
1 C 4.48 -4.46 1.59  -0.15
2 C 5.66 -3.52 1.27  -0.13
3 N 5.30 -2.11 1.50  -0.05
4 C 6.21 -0.99 1.82  -0.10
5 C 5.28 0.25 1.85  -0.08
6 C 3.88 -0.31 1.67  -0.13
7 C 2.64 0.27 1.70  0.05
8 C 1.48 -0.53 1.51  -0.18
9 C 0.21 0.09 1.60  0.09
10 C -1.06 -0.51 1.76  -0.18
11 C -2.22 0.29 1.58  0.06
12 C -3.46 -0.28 1.69  -0.12
13 C -3.57 -1.66 1.96  -0.11
14 N -4.89 -2.07 1.94  -0.05
15 C -5.23 -3.49 2.09  -0.13
16 C -4.05 -4.42 1.75  -0.15
17 C -2.68 -3.95 2.32  -0.12
18 C -2.46 -2.47 2.16  -0.14
19 C -1.22 -1.88 2.12  0.04
20 C -5.79 -0.97 1.56  -0.10
21 C -4.86 0.28 1.53  -0.07
22 C 1.64 -1.91 1.21  0.05
23 C 2.88 -2.51 1.22  -0.13
24 C 3.99 -1.70 1.45  -0.11
25 C 3.11 -3.99 1.04  -0.12
26 H 4.71 -5.48 1.23  0.12
27 H 4.40 -4.56 2.68  0.11
28 H 6.54 -3.75 1.89  0.12
29 H 5.97 -3.63 0.23  0.12
30 H 6.68 -1.19 2.79  0.12
31 H 6.99 -0.93 1.05  0.12
32 H 5.35 0.82 2.78  0.12
33 H 5.50 0.93 1.02  0.12
34 H 2.55 1.32 1.91  0.13
35 H 0.21 1.17 1.54  0.13
36 H -2.13 1.32 1.30  0.11
37 H -5.57 -3.66 3.12  0.12
38 H -6.09 -3.70 1.45  0.12
39 H -4.26 -5.44 2.08  0.12
40 H -3.96 -4.48 0.66  0.12
41 H -2.59 -4.22 3.38  0.12
42 H -1.86 -4.48 1.81  0.12
43 H -0.36 -2.47 2.40  0.11
44 H -6.21 -1.19 0.58  0.12
45 H -6.60 -0.89 2.29  0.12
46 H -5.08 0.95 2.37  0.12
47 H -4.96 0.86 0.61  0.13
48 H 0.79 -2.50 0.92  0.12
49 H 3.02 -4.24 -0.02  0.13
50 H 2.29 -4.54 1.54  0.12
51 C -1.19 5.53 1.38  -0.10
52 C -2.16 4.57 1.21  -0.09
53 C -2.29 3.92 0.00  -0.09
54 C -1.43 4.23 -1.03  -0.31
55 S -1.53 3.39 -2.60  0.71
56 C -0.73 1.86 -2.13  -0.38
57 S -0.09 0.65 -3.28  0.69
58 C 0.43 1.59 -4.71  -0.32
59 C -0.47 1.93 -5.70  -0.07
60 C -0.04 2.67 -6.78  -0.08
61 C 1.27 3.08 -6.86  -0.09
62 C 2.17 2.73 -5.87  -0.08
63 C 1.74 1.99 -4.79  -0.07
64 O 1.16 0.15 -2.61  -0.43
65 O -1.19 -0.27 -3.75  -0.40
66 O -2.99 3.14 -2.88  -0.39
67 O -0.61 4.09 -3.57  -0.38
68 C -0.47 5.19 -0.87  -0.06
69 C -0.34 5.85 0.33  -0.08
70 H -1.08 6.04 2.32  0.10
71 H -2.82 4.32 2.03  0.10
72 H -3.06 3.18 -0.16  0.10
73 H -0.50 1.70 -1.11  -0.02
74 H -1.49 1.61 -5.61  0.12
75 H -0.74 2.95 -7.55  0.10
76 H 1.60 3.67 -7.70  0.10
77 H 3.20 3.05 -5.94  0.10
78 H 2.42 1.70 -4.01  0.11
79 H 0.17 5.43 -1.71  0.11
80 H 0.42 6.60 0.46  0.10



Here is a 2-piece molecular cluster, CN2O2S2 overall in a non-equilibrium geometry from the OMol25 dataset. Energies are from the ωB97M-V functional and the def2-TZVPD basis.

Computed properties:
Gap between HOMO and LUMO (alpha / beta): 7.29 / 6.52 eV
LUMO level (alpha / beta): -2.761 / -3.693 eV
Charge: 0
Energy relative to the best compared isomer or geometry (same formula, charge and spin): 3.2134 eV

Last column: natural (NBO) charge in e.
Cartesian coordinates (Å):
1 C -1.24 0.57 -1.52  -0.03
2 N -0.68 0.03 -0.61  -0.28
3 N 1.04 -0.46 1.11  0.47
4 O 1.31 0.66 0.88  -0.33
5 O 1.58 -1.43 0.78  -0.33
6 S -1.61 1.40 -2.86  0.29
7 S -0.40 -0.77 2.21  0.21